ORCA calculation (ωB97M-V/def2-TZVPD) on the molecule C6H12 at a distorted geometry.

Structure (XYZ):
```
18
C6H12 | OMol25 | ωB97M-V/def2-TZVPD
C -1.045 1.448 -0.491
C -0.158 0.400 -1.105
C -0.079 -1.017 -0.568
C -0.923 -1.476 0.600
C 1.093 -0.172 -0.324
C 1.579 0.369 0.955
H -0.730 2.457 -0.771
H -1.060 1.421 0.600
H -2.082 1.338 -0.816
H -0.128 0.458 -2.197
H 0.010 -1.780 -1.339
H -1.934 -1.736 0.266
H -1.021 -0.720 1.385
H -0.487 -2.370 1.062
H 1.802 -0.087 -1.216
H 0.744 0.607 1.618
H 2.190 1.272 0.854
H 2.190 -0.387 1.458
```

Calculated values
LUMO level: 0.042 Ha
HOMO energy: -8.86 eV
frontier orbital gap: 0.3681 hartree
energy: -235.76356 Ha